No. 1
A structure of composition C32H28CrN6OS. Source: the Open Molecules 2025 dataset; level of theory: ωB97M-V with the def2-TZVPD basis set.

```
! RIJCOSX wB97M-V def2-TZVPD def2/J DEFGRID3
* xyz 2 5
Cr -0.36939 0.02292 0.21340
S -1.20409 -3.10439 -0.87651
O -0.94124 -1.85557 -0.02611
N 2.39212 8.41619 0.69978
N 0.15491 1.75199 0.45323
N -4.24973 2.46466 -0.90524
N -2.08008 0.89459 -0.14365
N 1.37872 -0.32518 0.99443
N 3.97648 -0.42629 1.97570
C 0.37681 -1.12202 -2.74616
C -0.06342 -6.82025 0.13926
C -0.78675 0.96780 -2.99406
C -1.14165 -5.90759 2.07936
C 2.12568 0.79757 1.14404
C 1.21271 8.14264 0.19239
C -0.84178 -4.55511 0.13372
C 1.89996 3.32133 0.86081
C 1.93891 -1.47985 1.36887
C 0.73780 6.84316 0.09444
C 1.52845 5.78589 0.56249
C -0.55673 -6.99705 1.43364
C 3.43826 0.71832 1.62250
C -3.28294 0.36756 -0.38470
C 1.05690 4.39345 0.52286
C 0.34759 1.64493 -2.56593
C 1.49795 -0.44827 -2.28075
C -0.20853 -5.61126 -0.51381
C -0.26048 4.07826 0.15215
C -1.28795 -4.69055 1.43968
C 2.78151 6.12102 1.09118
C 3.16914 7.45192 1.13183
C 1.48686 0.93825 -2.20041
C -3.08547 3.00853 -0.63499
C -4.36142 1.15118 -0.76500
C -0.67561 2.75546 0.12745
C -0.47132 -8.32477 2.10585
C 1.41928 2.02020 0.81763
C -3.02206 -3.29012 -0.81883
C 3.23649 -1.51964 1.86344
C -0.76900 -0.41712 -3.08657
C -1.98110 2.24388 -0.23510
H 0.42009 -7.64479 -0.36237
H -3.01749 4.08017 -0.74905
H 4.06061 1.59563 1.72475
H 2.40579 -0.99414 -2.06430
H -3.36647 -0.70195 -0.27296
H -5.33265 0.72861 -0.97339
H -1.50640 -6.02291 3.08911
H 0.35783 2.72476 -2.55831
H -0.23273 6.68814 -0.34468
H -3.36550 -3.24631 0.21141
H -1.65951 1.52314 -3.30751
H 0.56901 -8.60080 2.27528
H -3.46661 -2.50376 -1.41946
H 4.13260 7.74649 1.52444
H 3.46088 5.38438 1.48492
H 0.42364 -2.18873 -2.91035
H -1.75349 -3.85976 1.95102
H -0.98847 -8.31517 3.06202
H -1.62289 -0.93813 -3.49335
H 2.92371 3.49974 1.14186
H 0.62332 8.98109 -0.14987
H -3.28292 -4.25283 -1.24730
H 1.33928 -2.37727 1.26227
H -0.90964 -9.10096 1.47896
H 0.14090 -5.48877 -1.52838
H 2.38455 1.46933 -1.91616
H -0.95668 4.85022 -0.12484
H 3.70345 -2.44213 2.17391
*
```

Kohn-Sham gap (alpha / beta) = 7.14 / 6.87 eV
HOMO (alpha / beta) = -0.5182 / -0.5179 hartree
lowest unoccupied orbital energy (alpha / beta) = -0.256 / -0.266 Eh

No. 2
A structure of composition C32H28CsN6O3. Source: the Open Molecules 2025 dataset; level of theory: ωB97M-V with the def2-TZVPD basis set.

```
! RIJCOSX wB97M-V def2-TZVPD def2/J DEFGRID3
* xyz -1 1
Cs -0.78659 0.20728 0.24871
O 0.32522 -0.08045 2.39574
O -2.39161 1.68234 -0.72409
O 1.70867 -1.53175 3.85761
N 1.21102 -2.12810 -2.13435
N 1.68620 0.99609 -1.31475
N 0.18269 -3.08919 0.43151
N -1.38526 1.19018 3.36547
N -1.90753 1.54240 2.14051
N -0.49363 -0.25216 -3.23994
C -3.99754 4.35345 1.17148
C 0.05065 -0.04599 4.77036
C -0.04845 -3.37013 1.70750
C 1.94529 -4.68923 0.43779
C 1.15809 -3.73659 -0.19948
C -1.14875 0.83276 -3.64281
C 1.29878 -3.50429 -1.68649
C 1.06457 -1.01432 4.92227
C -4.64840 5.04228 0.16702
C 0.47880 -0.44017 -5.40449
C -0.21008 0.68419 -5.82746
C 0.64615 -4.34384 2.41080
C -0.18078 0.04550 7.17983
C 2.93408 0.51078 -3.27554
C 2.84735 1.83264 -3.68075
C 1.67124 -5.00685 1.76007
C -3.74999 3.46998 -1.41429
C -3.07752 2.71048 -0.40342
C 1.61351 2.26352 -1.69867
C -0.54518 0.47709 5.91504
C 1.41826 -1.45630 6.19875
C -1.02950 1.34839 -4.92677
C -2.55964 2.63888 2.10609
C 2.33054 -1.32559 -1.63819
C 0.79875 -0.93064 7.31829
C -4.50666 4.58496 -1.14560
C 2.16004 2.73299 -2.88268
C -0.36084 0.38066 3.39041
C -3.22094 3.21099 0.94417
C 1.06357 -2.08192 -3.57760
C 0.32182 -0.86173 -4.08630
C 2.30808 0.11782 -2.09635
H -1.79361 1.29041 -2.89387
H -0.09696 1.04117 -6.84442
H 3.30573 2.15199 -4.60848
H -1.31056 1.22768 5.77859
H -3.63916 3.11503 -2.43424
H 2.19197 -2.20880 6.29186
H 2.05875 3.77175 -3.16674
H 1.09668 2.93725 -1.02174
H -1.56757 2.24112 -5.21731
H 0.48148 -2.95442 -3.88564
H 2.23130 -3.98883 -2.03314
H 0.46221 -4.04030 -2.14389
H 1.08476 -1.27716 8.30487
H -0.65765 0.46669 8.05696
H -0.82571 -2.78690 2.19037
H 2.75300 -5.18056 -0.09045
H 2.28307 -1.33417 -0.54855
H 2.26032 -5.75437 2.27685
H -2.63477 3.23857 3.02340
H 1.31863 -1.01210 3.06808
H 1.14503 -0.97101 -6.07524
H 3.46938 -0.20866 -3.88265
H 0.40703 -4.54940 3.44456
H -5.24244 5.92004 0.38979
H 3.29310 -1.77139 -1.95608
H -4.08995 4.71278 2.19282
H 2.03597 -2.15821 -4.09749
H -4.99452 5.11541 -1.95761
*
```

Kohn-Sham gap = 5.64 eV
energy relative to the best compared isomer or geometry (same formula, charge and spin) = 140.37 kJ/mol
HOMO = -0.1334 hartree
lowest unoccupied orbital energy = 0.074 Eh

No. 3
A structure of composition C32H29BBr2N9NiO3. Source: the Open Molecules 2025 dataset; level of theory: ωB97M-V with the def2-TZVPD basis set.

```
! RIJCOSX wB97M-V def2-TZVPD def2/J DEFGRID3
* xyz 0 4
Br 2.58967 -3.03640 5.68847
Br 5.47518 -0.46669 1.62693
Ni 0.84240 0.79758 0.03892
O 2.10706 -2.37179 0.86243
O 2.70612 0.60370 0.99212
O 1.09657 -1.09110 -0.67922
N 0.42378 2.72786 0.74093
N -1.42667 1.99006 -1.49349
N 0.90294 2.72201 -2.15111
N -0.18047 3.62956 -0.06602
N -0.67548 5.59308 -2.18450
N 1.63416 1.72067 -1.61626
N 0.30908 0.04151 2.05400
N -0.95666 0.82675 -1.00486
N -1.01310 4.29891 -2.40657
C 2.60131 2.37590 -3.52111
C 1.36124 -1.31695 3.75013
C -1.62435 5.40115 -4.22173
C 3.00011 -3.24772 -2.09562
C -0.87113 -0.12350 2.64297
C 2.59074 -1.88880 4.20543
C 0.87273 -4.22040 -1.46632
C 2.65018 1.49827 -2.43236
C -0.51255 4.72476 0.64002
C -0.99324 -0.90802 3.79996
C -2.07619 0.55303 2.06831
C 1.67387 -2.14655 -0.28045
C 2.67231 -0.19584 1.93322
C -3.05619 0.50872 -1.69124
C -0.09924 4.53913 1.94365
C -0.35524 -4.20374 -0.59677
C 0.48522 3.27069 1.94796
C 1.84990 -3.23253 -1.31761
C 1.47456 3.13406 -3.30092
C -2.70144 1.82636 -1.89393
C 3.79885 -1.63000 3.58540
C -1.91296 -0.07730 -1.13772
C 1.06219 -5.21235 -2.41375
C 3.86001 -0.80053 2.48782
C 1.39694 -0.51186 2.60607
C 0.10696 -1.51584 4.34337
C 2.20001 -5.24401 -3.21857
C 2.37060 -6.32485 -4.25212
C -1.56280 4.16118 -3.64062
C -1.05411 6.25684 -3.26051
C 4.08560 -2.21670 -1.92057
C 3.15631 -4.25878 -3.04349
B -0.43635 3.19588 -1.53055
H 4.99859 -2.68065 -1.54129
H -2.66319 -0.14488 1.46879
H 4.33066 -1.74531 -2.87495
H -2.71440 0.91666 2.87359
H -1.78694 1.38546 1.43193
H -0.08372 -4.23912 0.46016
H 4.70071 -2.09107 3.96195
H 1.05411 3.94867 -3.86595
H 0.30670 -5.98307 -2.53134
H -1.83902 3.19574 -4.03002
H -0.19150 5.23064 2.76205
H 2.26464 -7.31558 -3.80690
H 3.29414 2.45540 -4.33952
H -1.96754 -1.02354 4.25514
H 3.36706 0.73114 -2.19014
H -3.26821 2.64720 -2.29730
H -0.90768 7.32419 -3.30693
H -2.02103 5.64804 -5.19076
H 4.05197 -4.27115 -3.65683
H 3.80053 -1.43534 -1.21690
H 1.61794 -6.23875 -5.03849
H 3.35200 -6.26989 -4.72230
H -3.99869 0.04562 -1.92389
H 0.01627 -2.13357 5.22626
H -0.98010 5.56250 0.15705
H -0.92806 -3.28766 -0.75564
H 0.94428 2.72322 2.75548
H -1.72462 -1.09027 -0.82200
H -1.00458 -5.05043 -0.81680
*
```

Kohn-Sham gap (alpha / beta) = 7.51 / 5.68 eV
energy relative to the best compared isomer or geometry (same formula, charge and spin) = 0.00 kJ/mol
HOMO (alpha / beta) = -0.2932 / -0.2971 hartree
lowest unoccupied orbital energy (alpha / beta) = -0.017 / -0.088 Eh

No. 4
A structure of composition C32H29BCo2O8S. Source: the Open Molecules 2025 dataset; level of theory: ωB97M-V with the def2-TZVPD basis set.

```
! RIJCOSX wB97M-V def2-TZVPD def2/J DEFGRID3
* xyz 0 1
Co -0.60512 -1.88111 1.90285
Co -1.19009 2.36480 2.80780
S 3.39601 -0.63182 2.87350
O 1.55826 2.97692 3.37153
O -2.21542 -1.34549 -0.47248
O 1.77354 -3.52227 2.29378
O -2.92618 -2.94612 3.29017
O -1.64997 4.87987 1.44139
O 0.55894 -0.88716 -1.11407
O -3.29948 2.44158 4.79622
O 1.34945 -0.08226 -3.15253
C 1.12547 -2.02005 -1.78728
C 6.11870 -0.86402 2.43199
C -1.19429 2.01366 -2.54196
C -2.42160 2.51275 4.04532
C -0.04927 -1.72379 -4.18875
C 0.06839 3.57499 -0.60501
C -3.41701 0.80425 1.42939
C -1.55929 3.35370 -2.38094
C 2.43180 0.13172 1.76642
C 1.22324 -1.51196 -3.30639
C 2.45884 -2.38189 -1.13665
C 4.84534 -0.47125 1.84360
C -3.91989 1.37273 0.23574
C 0.22139 -0.14342 2.28134
C -5.56217 -0.31434 1.73621
C 2.43131 -1.98940 -4.06934
C -0.85171 0.74273 2.12604
C 0.84752 -2.82163 2.16518
C 0.44102 2.75942 3.16971
C -5.24473 1.16427 -0.15973
C -1.52285 -1.49525 0.45327
C -0.87052 4.16920 -1.46964
C 0.23653 -3.22611 -1.61617
C -0.15690 1.45890 -1.77211
C 3.09885 0.54408 0.63443
C -1.98267 -2.44974 2.79765
C 4.50965 0.21533 0.68568
C -1.48378 3.81954 1.88349
C -2.10464 1.11318 1.90765
C -6.05033 0.25473 0.54756
C -4.28268 -0.00187 2.19058
C 0.34366 2.20725 -0.69167
B 0.45464 0.09993 -2.12625
H 6.92154 -0.88634 1.69823
H 0.09223 -1.21822 -5.16713
H 2.64745 1.09134 -0.19549
H -3.23116 1.99212 -0.34348
H 2.51616 -1.45133 -5.02288
H -1.66218 1.36278 -3.27148
H 2.32850 -3.06971 -4.22179
H -0.18685 -2.79087 -4.39162
H 5.13518 0.49321 -0.13260
H 2.29408 -2.76349 -0.11961
H -5.63579 1.70164 -1.03880
H 0.72243 -0.11631 3.26952
H 6.40819 -0.11704 3.18336
H 0.60986 -4.00928 -2.30230
H 0.89154 1.71186 0.11395
H 3.33093 -1.76532 -3.48454
H 0.26052 -3.57635 -0.57552
H -0.99031 -1.27916 -3.75941
H -2.32276 3.78153 -3.02021
H 1.21397 0.04240 1.52759
H -6.19298 -0.99378 2.31776
H -1.10081 5.24327 -1.42126
H -7.07512 0.03869 0.20297
H -0.81323 -2.99505 -1.82156
H 2.95292 -3.17855 -1.71031
H 0.62836 4.19167 0.11627
H -3.91801 -0.34585 3.15443
H 3.13131 -1.52057 -1.04647
H 6.11209 -1.83791 2.94492
*
```

Kohn-Sham gap = 5.22 eV
energy relative to the best compared isomer or geometry (same formula, charge and spin) = 349.00 kJ/mol
HOMO = -0.2570 hartree
lowest unoccupied orbital energy = -0.065 Eh

No. 5
A structure of composition C32H29ClF6I2N5O3PW. Source: the Open Molecules 2025 dataset; level of theory: ωB97M-V with the def2-TZVPD basis set.

```
! RIJCOSX wB97M-V def2-TZVPD def2/J DEFGRID3
* xyz 1 4
W -12.95325 12.82857 2.74742
I -16.50002 17.35599 -1.94748
I -18.20395 14.18115 2.75950
Cl -14.08087 10.77446 0.39560
P -12.11030 9.43355 6.99652
F -10.57341 8.82026 6.69985
F -12.81741 8.02789 6.68611
F -11.76588 9.08792 8.51961
F -12.19450 9.77740 5.41944
F -13.55123 10.09634 7.33874
F -11.36170 10.84000 7.25252
O -12.94040 14.89885 2.97048
O -11.14289 16.73065 6.31916
O -15.08181 13.32629 2.52332
N -12.80703 13.39037 4.82127
N -13.25483 13.62599 0.69408
N -12.15025 14.61861 5.14513
N -9.44671 9.78390 4.26321
N -14.16373 11.37049 4.06353
C -9.71450 12.19670 3.39151
C -12.55791 14.69444 -1.39565
C -14.68614 15.22925 -0.51607
C -15.43532 11.35595 6.16024
C -13.69763 15.38943 -1.48618
C -10.18771 14.06129 2.02131
C -16.31584 10.39981 5.62455
C -10.21163 11.10556 4.24051
C -9.09210 9.29620 2.87437
C -11.89638 16.71523 4.02920
C -8.78501 14.34105 1.89248
C -12.27653 17.49336 2.86200
C -11.79936 18.75913 2.72886
C -12.29067 15.35827 4.04603
C -14.45793 14.39376 0.57073
C -14.97724 10.34822 3.63784
C -12.40894 13.75365 -0.33086
C -7.90326 13.47700 2.49826
C -10.71237 13.02205 2.77416
C -10.86053 19.23118 3.63859
C -11.27658 17.31643 5.10168
C -14.34813 11.74288 5.36109
C -15.39759 14.11498 1.54673
C -16.92171 15.60404 0.39967
C -10.74482 18.61437 4.86802
C -12.70849 11.10743 1.56313
C -15.99302 15.80384 -0.60940
C -8.28399 9.61851 5.15154
C -16.04582 9.84504 4.38060
C -16.69665 14.76030 1.46397
C -8.35912 12.46124 3.27003
C -13.45278 12.79369 5.80297
H -11.50829 15.86348 6.22655
H -10.49670 20.23071 3.56966
H -13.82972 16.04941 -2.28016
H -11.80260 14.96233 -2.14600
H -8.36130 9.91413 2.54476
H -17.19199 10.10987 6.21261
H -12.61175 10.14466 2.22821
H -11.24243 10.77809 4.06273
H -7.58393 11.81708 3.68141
H -17.84596 16.27539 0.46983
H -11.98059 19.29576 1.83324
H -6.81754 13.60843 2.43411
H -8.73684 8.26386 2.98820
H -9.91781 9.45727 2.19228
H -13.48471 13.18428 6.83311
H -16.68694 9.15322 3.92169
H -8.18107 8.61010 5.42226
H -10.15317 9.16611 4.68969
H -12.77063 16.86258 2.14564
H -11.73876 11.31659 1.06848
H -8.45244 10.10689 6.12058
H -15.57308 11.64799 7.16265
H -10.07737 19.01213 5.64132
H -10.22318 11.51339 5.31633
H -14.76969 9.94102 2.66700
H -7.36155 10.01739 4.73911
H -11.52582 13.15377 -0.24162
H -8.37977 15.15341 1.35479
H -10.87644 14.66098 1.41026
*
```

Kohn-Sham gap (alpha / beta) = 6.27 / 4.42 eV
energy relative to the best compared isomer or geometry (same formula, charge and spin) = 101.79 kJ/mol
HOMO (alpha / beta) = -0.3844 / -0.3954 hartree
lowest unoccupied orbital energy (alpha / beta) = -0.154 / -0.233 Eh

No. 6
A structure of composition C32H29CrN7O4PS2Se. Source: the Open Molecules 2025 dataset; level of theory: ωB97M-V with the def2-TZVPD basis set.

```
! RIJCOSX wB97M-V def2-TZVPD def2/J DEFGRID3
* xyz 1 5
Se -3.53497 2.73151 0.65160
Cr 0.29680 -0.06727 -0.96715
S -0.56179 -4.51012 -0.41897
S 2.66306 0.88087 -0.18454
P -0.06912 0.42026 1.49111
O 2.26644 -0.47554 -0.69599
O 1.39147 1.66244 -0.44094
O 3.85108 1.45639 -0.70259
O 0.67019 0.50022 -2.90994
N -1.64332 0.17179 -1.53332
N -2.13003 -2.37433 -0.23138
N 0.32269 2.74490 -2.95081
N -4.49394 2.30576 -0.80699
N -2.15644 1.62446 0.21310
N 1.20846 1.62123 -4.76977
N -0.02940 -2.10169 -1.23601
C 4.17214 0.41345 3.46048
C -1.04394 1.99574 3.56894
C 1.79961 -0.01376 3.60235
C -3.77887 1.42979 -1.49846
C -2.40430 -0.71574 2.56814
C 2.78097 0.64353 1.53991
C 1.79421 -5.24781 -1.75408
C 3.05298 0.04913 4.19533
C 2.83936 -4.86235 -2.57500
C 2.94893 -3.53797 -2.99836
C -0.13217 3.23572 1.72015
C -0.94441 -2.83470 -0.61492
C -1.03892 -0.86857 2.33772
C -2.06022 -0.38555 -2.72601
C 1.63333 0.27147 2.25375
C -0.42904 -2.08757 2.64071
C -2.53077 -2.96841 3.41730
C -0.98759 4.40230 3.64789
C 2.03670 -2.57436 -2.59998
C -0.39242 4.41931 2.39189
C 4.04233 0.71464 2.11578
C -2.48266 1.06988 -0.91890
C 1.00453 -2.94844 -1.75113
C -0.45652 2.01424 2.30608
C -3.26433 -0.08802 -3.30240
C 0.88591 -4.27588 -1.36368
C -4.15307 0.81925 -2.70824
C 0.74477 1.59155 -3.51256
C -1.30687 3.18788 4.23534
C -1.16928 -3.12998 3.18152
C 1.39208 2.82145 -5.56740
C -3.14624 -1.76077 3.10472
H 0.44764 3.34832 -5.70886
H 3.56637 -5.59662 -2.89723
H 0.32902 3.27209 0.74295
H 3.15242 -0.17974 5.24846
H -4.20603 -1.62556 3.28417
H 2.12681 3.49547 -5.12433
H -0.68080 -4.06739 3.41948
H -3.52054 -0.57891 -4.23153
H 2.13280 -1.54925 -2.93646
H 0.94249 -0.28270 4.20785
H -3.10826 -3.77661 3.85140
H -1.29193 1.06234 4.05685
H -5.10933 1.05494 -3.15641
H -1.19843 5.33045 4.16423
H -1.76416 3.15821 5.21689
H 3.76206 -3.25471 -3.65483
H -0.13287 5.36194 1.92593
H -1.37534 -1.07634 -3.19258
H -2.89593 0.21798 2.32207
H -2.31434 -1.38622 -0.32203
H 0.54171 3.62320 -3.38714
H 1.75331 2.53084 -6.54887
H 1.68246 -6.27760 -1.43867
H 4.89398 1.00588 1.51500
H 1.50359 0.73020 -5.12902
H 0.21859 2.75922 -1.94544
H -2.68338 -2.89444 0.43196
H 0.62705 -2.23728 2.44844
H 5.14361 0.46193 3.93338
*
```

Kohn-Sham gap (alpha / beta) = 5.09 / 8.11 eV
energy relative to the best compared isomer or geometry (same formula, charge and spin) = 119.50 kJ/mol
HOMO (alpha / beta) = -0.3115 / -0.4020 hartree
lowest unoccupied orbital energy (alpha / beta) = -0.125 / -0.104 Eh